No. 1
Here is 2 unconnected molecules or ions with the total composition C9H17F2O3P at a distorted geometry from the OMol25 dataset. Energies are from ωB97M-V/def2-TZVPD.

XYZ file:
```
32
Properties=species:S:1:pos:R:3:forces:R:3
C -2.238 1.292 1.755 -2.88 2.44 -0.17
C -1.610 0.211 1.696 -0.48 -1.01 3.65
C -2.437 -2.009 2.689 1.48 1.05 1.87
C 1.001 3.623 -1.234 3.50 -1.52 -0.28
C 1.350 -2.485 -2.757 -0.90 -2.64 1.21
C -1.399 -0.854 2.621 1.24 -1.19 1.06
C 1.605 2.553 -0.269 -1.05 -0.63 -2.31
C 2.076 -1.254 -2.224 -2.61 -2.87 1.30
C -0.902 -0.403 -0.183 2.39 -2.38 -4.31
O 1.864 -0.672 0.636 -0.46 -0.23 -0.43
O 0.596 1.552 0.005 0.72 -2.43 -1.14
O 1.169 -0.201 -1.830 1.25 -0.17 -0.61
F -1.310 -1.697 -0.224 0.05 1.04 0.24
F -1.480 0.297 -1.153 -0.78 -0.18 0.14
P 0.896 -0.063 -0.285 -1.12 2.85 1.80
H -2.439 1.842 0.848 0.20 0.85 -0.03
H -2.915 1.493 2.626 0.44 0.20 -0.39
H -3.421 -1.608 2.712 -0.91 0.23 -0.16
H -2.219 -2.407 3.705 -0.44 -0.37 -0.76
H -2.320 -2.756 1.944 0.10 -0.57 -0.67
H 1.848 4.318 -1.493 -1.19 0.01 0.74
H 0.745 3.214 -2.193 -0.48 -0.51 -0.30
H 0.172 3.957 -0.702 -1.38 1.40 0.44
H 2.192 -3.291 -3.041 -1.92 1.54 1.10
H 0.603 -2.838 -1.869 2.02 0.24 -2.00
H 0.688 -2.502 -3.633 0.36 0.92 0.05
H -1.330 -0.375 3.636 -0.06 -0.32 -0.56
H -0.384 -1.281 2.460 -0.35 -0.06 0.18
H 1.708 2.994 0.650 0.84 1.23 2.19
H 2.545 2.089 -0.584 -0.14 0.16 -0.13
H 2.763 -1.008 -2.913 2.27 2.05 -2.32
H 2.583 -1.730 -1.395 0.29 0.87 0.62
```
Forces are in eV/Å.

Properties
2S+1 = 3
Orbital gap (spin up / spin down) = 6.01 / 7.60 eV
LUMO level (spin up / spin down) = 0.81 / -2.04 eV


No. 2
Here is 6 unconnected molecules or ions with the total composition C32H54F18NO12PS7 at a distorted geometry from the OMol25 dataset. Energies are from ωB97M-V/def2-TZVPD.

XYZ file:
```
125
Properties=species:S:1:pos:R:3:forces:R:3
C -0.852 0.178 -0.167 0.82 -0.07 -1.07
C -0.494 -0.877 -1.339 -1.29 1.24 1.18
N -0.212 -2.193 -0.697 1.54 0.03 -1.88
P 0.352 -3.415 -1.816 -1.42 -0.01 0.12
C 1.169 -2.647 -3.340 0.52 1.01 -0.51
C 0.084 -2.076 -4.413 0.51 -0.79 0.29
C 0.781 -0.856 -5.166 -0.03 -0.57 -0.61
C -0.201 -0.034 -6.137 0.64 -0.71 0.53
C -1.232 0.909 -5.352 -0.98 -2.90 -0.41
F -1.237 0.674 -3.947 0.34 1.24 -2.74
F -2.527 0.434 -5.763 1.85 1.36 0.73
C -1.211 2.436 -5.755 -3.90 0.11 -0.92
F -1.518 2.557 -7.134 1.00 -0.62 2.86
F -2.292 3.067 -5.094 2.38 -1.29 -1.35
S 0.337 3.408 -5.446 1.65 4.23 0.58
F -0.389 4.090 -4.086 1.62 -1.36 -1.71
F 1.062 2.260 -4.515 -1.20 1.31 -1.62
F 1.067 2.919 -6.844 -1.06 0.05 2.33
F -0.339 4.685 -6.317 0.90 -1.89 1.14
F 1.644 4.388 -5.169 -1.78 -1.56 -0.33
S 2.035 -4.339 -0.761 1.26 -5.33 -2.05
O 1.608 -5.499 0.085 0.37 3.56 -0.55
O 2.925 -4.890 -1.860 -1.41 2.50 2.24
C 2.858 -2.959 0.212 -0.73 2.22 1.40
F 2.816 -1.810 -0.626 0.41 -2.13 1.46
F 2.024 -2.665 1.323 2.02 -0.77 -2.20
C 4.350 -3.263 0.691 -0.22 -2.05 1.19
F 4.562 -2.838 2.026 -0.16 -0.36 -3.01
F 4.454 -4.680 0.749 -0.19 2.69 -0.19
C 5.494 -2.782 -0.308 1.81 -0.77 -0.65
F 6.652 -3.544 -0.015 -2.32 1.36 -0.37
F 5.214 -3.025 -1.657 -0.03 0.30 2.90
C 5.917 -1.242 -0.167 1.11 1.87 -1.56
F 7.244 -1.156 0.294 -3.25 0.07 -0.41
F 5.038 -0.461 0.564 2.07 -1.83 -1.09
F 5.954 -0.688 -1.469 -0.17 -1.00 2.72
H -1.616 -0.231 0.562 0.89 0.51 -0.95
H 0.118 0.433 0.377 -1.40 -0.33 -0.53
H -1.224 1.118 -0.698 0.31 -1.13 0.95
H 0.386 -0.435 -1.903 -0.95 -0.95 0.64
H -1.421 -0.983 -2.000 1.62 0.45 0.71
H -0.994 -2.514 -0.119 0.25 0.06 -0.69
H 1.899 -1.813 -3.078 -0.91 -1.02 -0.21
H 1.781 -3.440 -3.890 -0.86 0.80 1.21
H -0.915 -1.831 -3.933 1.33 -0.04 -0.57
H -0.104 -2.961 -5.122 0.13 1.50 0.79
H 1.577 -1.315 -5.857 -1.06 0.75 0.99
H 1.344 -0.213 -4.423 -0.89 -0.56 -0.91
H 0.428 0.513 -6.906 -0.84 -0.31 1.08
H -0.784 -0.831 -6.722 0.48 1.44 0.94
C 3.890 -1.204 7.464 0.04 -0.11 0.05
C 4.284 -2.263 6.431 0.13 -0.10 0.10
C 3.337 -2.115 5.239 0.17 -0.60 -0.05
S 2.831 -0.399 5.211 0.33 0.22 0.07
O 1.413 -0.332 5.484 0.12 0.09 -0.26
O 3.428 0.255 4.068 -0.45 -0.05 0.03
C 3.714 0.091 6.682 0.07 -0.14 0.40
H 4.644 -1.100 8.246 -0.09 0.06 -0.05
H 2.945 -1.486 7.939 0.04 0.05 -0.02
H 5.315 -2.089 6.106 -0.08 0.01 0.03
H 4.238 -3.271 6.848 0.01 0.06 -0.08
H 3.830 -2.361 4.299 -0.22 0.12 0.00
H 2.443 -2.729 5.361 -0.01 0.15 -0.06
H 3.146 0.846 7.223 0.07 -0.20 -0.53
H 4.679 0.498 6.372 -0.11 0.02 -0.03
C 4.218 1.374 -11.579 -0.04 -0.01 -0.16
C 3.333 2.600 -11.344 0.14 0.17 -0.06
C 2.098 2.134 -10.569 -0.17 0.49 -0.27
S 2.612 0.702 -9.626 0.19 0.04 0.03
O 1.905 -0.456 -10.123 0.00 0.14 0.35
O 2.640 1.041 -8.221 -0.27 -0.38 -0.12
C 4.286 0.650 -10.241 0.42 -0.02 -0.23
H 5.211 1.653 -11.935 -0.07 -0.05 0.03
H 3.758 0.726 -12.333 0.07 0.01 0.06
H 3.883 3.338 -10.750 -0.04 -0.07 -0.04
H 3.050 3.081 -12.282 0.00 -0.03 0.10
H 1.735 2.903 -9.888 -0.07 -0.21 0.05
H 1.297 1.824 -11.242 0.05 -0.10 0.14
H 4.618 -0.384 -10.328 -0.14 0.01 0.15
H 4.918 1.190 -9.533 -0.10 -0.06 0.02
C -6.639 -1.833 -0.814 -0.10 0.06 0.13
C -6.061 -0.443 -0.542 0.05 0.28 -0.15
C -4.758 -0.634 0.240 0.03 0.50 -0.04
S -4.119 -2.236 -0.234 -0.53 0.19 0.00
O -4.148 -3.105 0.919 0.42 0.03 -0.27
O -2.923 -2.057 -1.034 -0.44 -0.53 0.40
C -5.472 -2.677 -1.310 -0.40 -0.17 -0.26
H -7.448 -1.799 -1.546 0.06 -0.02 0.05
H -7.039 -2.254 0.114 0.04 0.00 -0.07
H -5.847 0.056 -1.493 0.03 -0.10 0.02
H -6.766 0.187 0.010 0.54 -0.33 -0.53
H -4.024 0.135 -0.006 0.10 -0.20 0.02
H -4.935 -0.648 1.314 0.10 -0.18 -0.14
H -5.660 -3.749 -1.251 0.21 0.03 0.04
H -5.191 -2.400 -2.329 0.06 -0.03 0.09
C -8.763 2.051 3.927 -0.17 0.07 -0.02
C -9.272 0.727 4.500 -0.01 0.06 0.22
C -9.134 -0.331 3.403 -0.44 -0.21 0.32
S -7.775 0.198 2.366 -0.14 0.14 0.61
O -8.296 0.519 1.054 -0.21 -0.09 0.45
O -6.656 -0.696 2.554 -0.31 0.05 -0.32
C -7.448 1.723 3.232 0.02 0.43 0.19
H -8.628 2.805 4.705 0.00 -0.05 -0.08
H -9.484 2.440 3.200 0.08 0.01 0.04
H -8.660 0.445 5.363 -0.04 0.02 -0.08
H -10.305 0.805 4.844 0.09 -0.04 -0.03
H -8.910 -1.314 3.817 0.06 0.03 -0.23
H -10.031 -0.384 2.784 0.16 0.01 -0.07
H -7.131 2.491 2.527 0.05 -0.17 -0.07
H -6.656 1.530 3.959 -0.02 -0.06 -0.11
C 2.434 4.264 10.828 -0.15 0.07 -0.02
C 1.934 2.941 11.414 -0.02 0.05 0.22
C 2.072 1.875 10.325 -0.44 -0.20 0.34
S 3.424 2.403 9.277 0.23 0.21 0.44
O 2.898 2.712 7.968 0.17 0.05 0.21
O 4.549 1.515 9.467 -0.21 0.06 -0.41
C 3.748 3.936 10.130 0.00 0.44 0.21
H 2.569 5.024 11.599 0.00 -0.05 -0.08
H 1.709 4.643 10.102 0.09 0.01 0.03
H 2.551 2.669 12.276 -0.04 0.02 -0.07
H 0.902 3.018 11.761 0.09 -0.04 -0.03
H 2.303 0.897 10.746 0.05 0.03 -0.22
H 1.173 1.813 9.709 0.16 0.00 -0.08
H 4.058 4.700 9.418 0.05 -0.19 -0.08
H 4.544 3.753 10.855 -0.02 -0.06 -0.11
```
Forces are in eV/Å.

Properties
SMILES = CCNP(CCCCC(F)(F)C(F)(F)S(F)(F)(F)(F)F)S(=O)(=O)C(F)(F)C(F)(F)C(F)(F)C(F)(F)F.O=S1(=O)CCCC1.O=S1(=O)CCCC1.O=S1(=O)CCCC1.O=S1(=O)CCCC1.O=S1(=O)CCCC1
Orbital gap = 7.24 eV
LUMO level = -0.83 eV


No. 3
Here is a molecular structure, C43H59AlNP3SSiTe from the OMol25 dataset. Energies are from ωB97M-V/def2-TZVPD.

XYZ file:
```
110
Properties=species:S:1:pos:R:3:forces:R:3
Al -0.429 1.446 -0.115 0.21 0.04 0.16
C -2.325 -2.907 -3.107 0.00 0.01 0.00
C -1.210 -2.139 -3.815 0.08 -0.01 -0.01
C 0.014 -2.998 -4.107 0.03 -0.04 0.02
P -0.806 -0.533 -2.938 -0.01 -0.01 -0.01
C -1.171 0.684 -4.306 -0.06 0.04 0.02
C -2.641 1.092 -4.151 0.01 0.02 -0.04
C -0.918 0.278 -5.760 0.00 0.09 -0.04
C 1.009 -0.369 -2.638 -0.03 -0.01 0.04
C 1.822 0.217 -3.535 -0.01 0.01 0.05
C 3.075 0.900 -3.191 0.01 -0.03 0.00
C 3.508 0.733 -1.741 0.01 -0.01 -0.03
C 2.716 -0.156 -0.902 0.00 -0.01 0.04
C 1.489 -0.597 -1.250 -0.09 0.01 -0.10
Si 0.274 -0.815 0.170 -0.06 0.00 -0.03
C -0.603 -2.481 0.195 0.04 0.01 -0.03
C -0.023 -3.562 -0.472 -0.04 -0.01 -0.02
C -0.614 -4.817 -0.447 -0.02 0.00 -0.01
C -1.820 -4.992 0.216 0.01 0.02 0.00
C -2.400 -3.929 0.896 0.00 0.00 0.01
C -1.782 -2.677 0.932 -0.05 -0.01 0.00
P -2.348 -1.230 1.919 0.01 0.01 -0.04
C -2.545 -1.854 3.666 0.01 -0.02 -0.01
C -3.142 -3.236 3.933 0.01 0.02 0.01
C -1.175 -1.780 4.349 0.00 0.00 -0.01
C -4.055 -0.844 1.283 -0.01 0.01 0.03
C -4.001 -0.810 -0.245 0.03 -0.02 0.00
C -5.242 -1.676 1.757 0.00 0.00 0.00
C 1.259 -0.805 1.796 0.02 0.04 0.02
C 1.859 -1.999 2.213 0.01 0.01 -0.02
C 2.532 -2.101 3.418 0.00 0.00 0.01
C 2.607 -0.997 4.254 0.01 0.00 0.00
C 2.026 0.197 3.863 0.01 0.01 0.01
C 1.359 0.314 2.640 0.00 -0.01 0.01
P 0.581 1.908 2.171 0.06 0.00 0.00
C -0.473 2.363 3.637 -0.02 -0.01 -0.02
C 0.217 3.011 4.839 0.00 0.01 0.00
C -1.665 3.219 3.204 0.00 0.03 0.01
C 1.966 3.113 1.940 -0.01 0.01 0.04
C 1.406 4.528 1.774 0.03 -0.01 -0.01
C 3.129 3.081 2.928 -0.01 0.02 -0.01
H -2.644 -3.753 -3.723 0.01 -0.01 0.02
H -3.192 -2.265 -2.945 -0.03 0.01 0.00
H -2.011 -3.292 -2.140 0.02 0.00 0.06
H -1.628 -1.811 -4.768 0.08 -0.08 0.06
H 0.484 -3.337 -3.181 -0.01 0.00 -0.07
H 0.768 -2.444 -4.671 -0.04 -0.04 0.01
H -0.268 -3.882 -4.685 0.00 0.00 0.01
H -0.547 1.546 -4.059 -0.01 0.03 -0.01
H -3.304 0.231 -4.289 0.01 0.00 0.01
H -2.912 1.836 -4.904 0.00 -0.01 0.00
H -2.835 1.515 -3.166 -0.01 0.00 0.02
H -1.607 -0.501 -6.093 -0.01 0.09 -0.01
H 0.091 -0.074 -5.963 0.08 -0.05 0.06
H -1.095 1.144 -6.403 0.02 0.00 0.01
H 1.527 0.305 -4.571 -0.06 0.01 -0.10
H 3.809 1.992 -4.870 0.00 -0.01 0.00
H 4.568 0.783 -1.525 0.01 0.01 -0.01
H 3.124 -0.386 0.077 0.00 0.01 0.00
H 0.898 -3.413 -1.026 0.00 0.00 0.05
H -0.151 -5.648 -0.965 0.00 0.00 0.00
H -2.308 -5.958 0.212 0.00 0.00 0.00
H -3.336 -4.087 1.413 0.00 0.00 0.01
H -3.198 -1.094 4.114 0.00 -0.01 0.01
H -2.465 -4.017 3.584 0.00 0.00 0.00
H -4.113 -3.390 3.467 -0.02 0.00 -0.02
H -3.266 -3.372 5.010 -0.01 0.00 -0.01
H -0.477 -2.478 3.880 -0.02 0.01 0.01
H -1.259 -2.052 5.404 -0.01 0.01 -0.01
H -0.732 -0.787 4.282 0.01 0.01 0.00
H -4.204 0.183 1.636 0.00 0.01 0.00
H -4.009 -1.826 -0.646 0.01 0.00 -0.01
H -3.095 -0.329 -0.627 -0.02 -0.05 -0.01
H -4.865 -0.276 -0.646 0.01 -0.01 0.00
H -5.164 -2.713 1.426 0.01 0.00 0.00
H -6.163 -1.269 1.331 0.00 -0.01 0.00
H -5.349 -1.665 2.842 0.00 0.00 0.00
H 1.781 -2.877 1.581 0.00 0.00 0.00
H 2.984 -3.040 3.712 0.00 0.00 0.00
H 3.117 -1.062 5.207 0.00 0.00 -0.01
H 2.105 1.047 4.525 0.03 -0.03 -0.03
H -0.857 1.386 3.944 -0.01 -0.03 0.00
H 0.589 4.006 4.596 0.01 0.02 -0.01
H 1.040 2.429 5.245 -0.03 0.02 0.00
H -0.521 3.128 5.636 0.01 0.01 0.00
H -1.348 4.168 2.769 -0.01 -0.02 0.01
H -2.284 3.443 4.077 0.00 0.00 -0.01
H -2.284 2.704 2.472 0.01 0.00 0.00
H 2.350 2.803 0.961 0.00 -0.01 -0.02
H 1.105 4.953 2.732 -0.02 0.00 0.01
H 0.554 4.567 1.096 -0.03 0.00 -0.02
H 2.180 5.173 1.353 0.00 0.00 0.02
H 2.824 3.364 3.936 0.00 0.00 0.01
H 3.879 3.804 2.599 -0.01 0.00 0.00
H 3.608 2.105 2.969 0.00 -0.01 0.00
Te 1.012 2.938 -1.726 -0.04 -0.02 0.04
C 2.945 2.074 -2.213 -0.01 -0.01 -0.01
C 3.933 3.185 -2.306 -0.01 -0.02 0.01
C 5.225 3.177 -2.671 0.01 0.00 -0.01
C 6.012 2.068 -3.206 0.00 0.00 0.01
C 5.504 1.093 -3.958 -0.01 -0.01 0.00
C 4.062 1.059 -4.352 -0.01 0.00 0.01
H 3.551 4.139 -1.959 0.01 0.00 0.00
H 5.761 4.112 -2.542 -0.01 0.00 0.00
H 7.077 2.078 -2.996 -0.01 0.00 -0.01
H 6.149 0.294 -4.305 0.00 0.01 0.01
H 3.893 0.240 -5.052 0.00 0.00 -0.01
S -2.549 2.297 -0.248 -0.04 0.03 -0.04
C -2.099 3.918 -0.064 -0.07 0.02 0.03
N -1.834 5.031 0.096 0.04 -0.04 -0.04
```
Forces are in eV/Å.

Properties
Orbital gap = 7.71 eV
LUMO level = 0.47 eV


Energy above the lowest of the compared OMol25 structures with the same formula, charge and spin in kJ/mol, matching the order above: 117.6, 452.1, 219.5
Energy in a.u., matching the order above: -1119.70364, -7135.32386, -3950.89555